1.
The following is a quantum chemistry calculation of the molecule C24H27FN4O3, from the Open Molecules 2025 dataset.

Positions of all 59 atoms, in Å:
F -6.89954 -1.94355 2.51524
O 4.22376 2.21005 -2.67992
O -2.73727 2.32556 0.18193
O 3.91645 -0.29987 1.09975
N -3.12627 0.14263 -0.22360
N 2.18982 1.84230 -1.79669
N 4.09357 0.99423 -0.75036
N -4.76499 -1.98046 0.58918
C 6.02426 3.23148 0.13282
C -7.47472 -4.13780 1.96332
C 1.91133 0.55958 0.18700
C -3.32735 -2.12866 0.59312
C -6.64733 -3.05035 1.76626
C -0.02985 1.48347 -0.91596
C -0.84160 0.91625 0.04989
C -4.56397 0.30247 -0.18346
C -2.72000 -1.21712 -0.47872
C 5.54601 0.84812 -0.70099
C -5.16932 -0.62182 0.87787
C -5.37674 -4.27383 0.17859
C 3.36409 0.36518 0.24987
C -6.18574 -5.37262 0.38172
C 6.16729 1.72630 0.38701
C 3.55843 1.71656 -1.79832
C 1.35072 1.30605 -0.85348
C -0.28000 0.18801 1.10238
C 7.23218 3.86667 -0.55847
C 1.08396 0.01119 1.16625
C -2.31631 1.19686 0.01190
C -7.24568 -5.31231 1.27114
C -5.57751 -3.06872 0.86419
C 7.48823 3.33073 -1.96222
H 5.92473 1.10916 -1.68753
H -0.46610 2.06829 -1.71176
H 1.54546 -0.54802 1.96548
H 8.12113 3.71376 0.05892
H 5.88120 3.73861 1.09004
H 5.69281 1.46305 1.33382
H -6.25360 -0.53910 0.82743
H -7.88402 -6.16699 1.42716
H 7.86568 2.31161 -1.92756
H 6.57180 3.34478 -2.54730
H -3.05300 -3.16541 0.40506
H -0.91817 -0.22245 1.86976
H -1.63311 -1.29704 -0.48154
H -5.99386 -6.28076 -0.16938
H -4.83474 -0.30142 1.87572
H 8.23036 3.94476 -2.46818
H -4.57539 -4.33443 -0.54184
H 7.05694 4.94363 -0.61877
H -8.27933 -4.05065 2.67662
H -2.92068 -1.83736 1.57596
H -4.97939 0.05123 -1.16587
H -4.77950 1.34648 0.04749
H -3.10316 -1.51843 -1.46186
H 5.75857 -0.20119 -0.48064
H 5.13464 3.42087 -0.47000
H 1.80128 2.38465 -2.55687
H 7.22352 1.46577 0.46838

Properties
highest occupied orbital energy = -0.302 Ha
SMILES string = CCCCCn1c(=O)[nH]c2cc(C(=O)N3CCN(c4ccccc4F)CC3)ccc2c1=O
gap between HOMO and LUMO = 8.3 eV
net charge = 0
E_LUMO = 0.08 eV
spin multiplicity = 1

Atomic charges from the Löwdin analysis, expressed in e, are listed below: 0.0459, 0.0841, 0.0812, 0.0977, -0.0440, 0.1797, 0.0768, -0.0977, -0.2070, -0.0169, -0.0579, -0.1297, -0.1999, 0.0605, -0.1357, -0.1043, -0.1162, -0.1222, -0.1326, -0.0234, -0.3609, -0.0932, -0.1619, -0.4698, -0.1620, -0.0245, -0.2615, 0.0167, -0.4237, -0.0937, -0.1666, -0.1077, 0.1089, 0.1316, 0.1245, 0.1043, 0.1069, 0.1045, 0.1279, 0.1014, 0.0673, 0.0628, 0.1181, 0.1165, 0.1197, 0.1025, 0.1353, 0.0686, 0.1094, 0.1028, 0.1181, 0.1289, 0.1352, 0.1249, 0.1349, 0.1297, 0.1004, 0.1676, 0.1175

***

2.
The following is a quantum chemistry calculation of the molecule C24H27FN4O5S in a non-equilibrium geometry, from the Open Molecules 2025 dataset.

Positions of all 62 atoms, in Å:
S 0.09527 0.83142 -0.30951
F 5.01677 0.34459 0.17395
O -5.96241 -1.41690 -0.31297
O 1.74197 1.06079 2.99002
O -0.24615 0.31549 -1.60204
O -2.10955 4.06020 -0.21395
O 1.47381 0.91114 0.04447
N 1.82525 -1.03356 2.18737
N -0.66739 -0.14631 0.83626
N -1.06274 4.50565 0.53410
N 3.07659 -1.82332 -0.06107
C 1.18682 0.11577 2.45877
C 2.90639 -0.11350 -3.31318
C 3.27876 -1.04166 2.26745
C 4.28406 0.14327 -0.95701
C 1.71351 -2.29664 0.09457
C -4.37281 -0.32089 1.00170
C -0.65995 2.41079 -0.11170
C 3.82419 0.91280 -3.17784
C 3.34850 -0.89261 -1.04791
C 1.11358 3.70591 1.30114
C -2.01378 -0.46837 0.55800
C 1.27110 -2.21139 1.56883
C -0.32229 0.18062 2.20379
C -3.58823 -1.64761 -0.83747
C -1.87391 2.80608 -0.61147
C -6.30377 -2.25793 -1.38954
C 4.52167 1.02591 -1.99030
C 3.84546 -1.93453 1.15387
C -2.28630 -1.31345 -0.51009
C -4.64864 -1.15434 -0.08363
C -2.85355 2.11796 -1.47980
C -0.17998 3.54760 0.60868
C -3.07517 0.02275 1.31604
C 2.68682 -0.99908 -2.27939
H -2.89410 0.67800 2.15359
H 5.24878 1.80843 -1.83577
H 3.59818 -1.40438 3.25147
H -0.63116 1.19867 2.47890
H -0.82950 -0.52500 2.86972
H 2.35627 -0.23198 -4.23433
H 1.63615 -3.08037 2.12895
H 1.62839 -3.33921 -0.24588
H -7.39056 -2.32096 -1.37886
H 1.16853 4.69508 1.74572
H -1.46983 -1.69282 -1.10095
H -5.97483 -1.83977 -2.34599
H 1.25242 2.94275 2.06674
H -5.88230 -3.26028 -1.26522
H 3.61527 -0.00990 2.15085
H -2.35965 1.28708 -1.97659
H 3.81325 -2.98727 1.46018
H 1.92153 3.57295 0.58358
H 1.98115 -1.80078 -2.42573
H -3.75982 -2.30031 -1.67796
H -3.68750 1.73706 -0.89064
H -5.19931 0.05277 1.58503
H 4.88722 -1.68330 0.96964
H 3.99882 1.61171 -3.98066
H -3.24583 2.82048 -2.21193
H 1.04988 -1.66966 -0.50390
H 0.18467 -2.20568 1.61988

Properties
highest occupied orbital energy = -0.278 Ha
SMILES string = COc1ccc(N(CC(=O)N2CCN(c3ccccc3F)CC2)S(=O)(=O)c2c(C)noc2C)cc1
gap between HOMO and LUMO = 8.1 eV
net charge = 0
E_LUMO = 0.49 eV
spin multiplicity = 1

Atomic charges from the Löwdin analysis, expressed in e, are listed below: 0.7110, 0.0408, -0.0792, 0.0527, -0.2617, 0.0322, -0.2138, -0.0368, -0.1737, 0.1167, -0.0692, -0.4678, -0.0910, -0.0923, -0.2052, -0.1293, 0.0017, -0.1518, -0.0952, -0.1841, -0.0060, -0.2830, -0.1104, -0.0881, -0.0007, -0.2686, -0.0845, -0.0188, -0.1295, -0.0138, -0.2774, 0.0244, -0.3080, -0.0168, -0.0375, 0.1186, 0.1172, 0.1319, 0.1317, 0.1473, 0.1039, 0.1280, 0.1289, 0.0945, 0.0892, 0.1125, 0.0964, 0.0593, 0.0966, 0.1187, 0.0776, 0.1226, 0.0939, 0.1124, 0.1074, 0.0864, 0.1230, 0.1246, 0.0986, 0.0987, 0.0795, 0.1157

***

3.
The following is a quantum chemistry calculation of a structure of composition C24H27InNOSi in a non-equilibrium geometry, from the Open Molecules 2025 dataset.

Positions of all 55 atoms, in Å:
In -0.45724 -3.17981 1.26408
Si -0.56214 -0.41916 -1.89313
O 1.61408 -1.16661 1.38228
N -0.20335 -2.04128 3.23883
C -1.29222 -1.73615 3.97886
C -1.10498 -1.41997 5.32142
C 0.10960 1.46251 2.41925
C 3.94715 -0.48801 -2.97722
C -1.92188 2.63642 -4.12105
C -1.75960 0.74880 -2.64515
C 0.60399 2.05839 1.22270
C 1.20063 -0.41267 -2.53872
C -1.11997 -2.43418 -1.84722
C 3.36783 0.69825 -2.51253
C -2.96406 1.10858 -2.01881
C 0.18052 -1.39721 5.86453
C 3.18485 -1.63974 -3.19247
C -1.30952 1.53948 2.39635
C -3.05914 3.08681 -3.44517
C 1.98888 0.74898 -2.32498
C 2.10300 -1.70085 2.63126
C 1.79300 -1.59624 -2.98918
C -1.69839 2.16528 1.17707
C 1.28027 -1.52312 5.01599
C -0.51490 2.49647 0.46092
C -1.26215 1.46845 -3.72453
C 1.02924 -1.74719 3.65513
C -3.57972 2.30213 -2.40844
H -1.55997 3.19683 -4.98595
H 1.65532 2.15392 0.94442
H 0.33941 -1.27361 6.93043
H -0.36542 1.11140 -4.24710
H -3.40161 0.44280 -1.24801
H 5.02134 -0.53207 -3.13900
H -0.28946 -3.16312 -1.84101
H -3.56938 4.01405 -3.74080
H 3.65561 -2.58357 -3.50399
H 2.90219 -1.07146 3.04698
H -2.71271 2.34683 0.84048
H -0.47743 3.00315 -0.50376
H 0.71707 1.06667 3.23562
H -1.97589 1.18970 3.18694
H -1.02276 -0.40273 -0.50253
H -2.26255 -1.77300 3.47630
H -0.14915 0.64876 -0.91732
H 1.19471 -2.49650 -3.14763
H 2.47459 -2.72235 2.47729
H -1.65210 -2.56545 -2.80086
H -1.84213 -2.63026 -1.04346
H 2.32385 -1.47700 5.33008
H 1.53817 1.67224 -1.92496
H 3.98692 1.56458 -2.26980
H -1.98134 -1.23383 5.93072
H -4.50286 2.61064 -1.92298
H 2.36181 -0.71498 0.94984

Properties
highest occupied orbital energy (spin up / spin down) = -0.382 / -0.376 Ha
gap between HOMO and LUMO (spin up / spin down) = 6.6 / 6.1 eV
net charge = +1
E_LUMO (spin up / spin down) = -3.80 / -4.13 eV
spin multiplicity = 1

Atomic charges from the Löwdin analysis, expressed in e, are listed below: 1.0175, 0.5829, -0.1493, -0.0887, -0.1179, -0.0305, -0.1165, -0.0817, -0.0742, -0.3129, -0.1036, -0.2748, -0.2369, -0.0806, -0.1009, -0.0136, -0.0714, -0.0666, -0.0735, -0.1049, -0.1977, -0.0945, -0.1137, 0.0170, -0.1109, -0.1010, -0.3016, -0.0850, 0.1083, 0.1012, 0.1240, 0.1063, 0.1136, 0.1060, -0.0114, 0.1130, 0.1119, 0.1429, 0.0891, 0.1105, 0.0904, 0.1004, 0.0366, 0.1202, 0.0594, 0.0897, 0.1278, 0.0298, -0.0646, 0.1323, 0.1015, 0.1091, 0.1182, 0.1045, 0.1152

***

4.
The following is a quantum chemistry calculation of a structure of composition C24H27N4O5PPt in a non-equilibrium geometry, from the Open Molecules 2025 dataset.

Positions of all 62 atoms, in Å:
Pt -0.09621 0.90264 0.48044
P 0.16559 -0.92666 -0.95666
O 2.43779 4.11174 -0.21516
O -1.24931 -1.45946 -1.44686
O 0.88219 -0.83226 -2.39216
O 0.95309 -2.27126 -0.44356
O -4.02641 1.82204 -0.46566
N 2.09589 1.00214 1.44614
N 0.55399 2.94554 0.43754
N -1.91561 2.10244 0.41294
N -1.97321 -0.34706 1.45544
C -2.04161 -3.73176 -1.58636
C 1.15839 -2.56596 0.92474
C 2.68449 1.93104 0.67714
C -3.04511 -2.44026 1.85874
C 3.12209 -1.75526 -2.64366
C 1.87269 3.12514 0.24384
C 4.20759 -0.08746 1.65974
C -2.01841 -1.52866 2.05054
C -1.74881 3.44874 0.28324
C 4.79669 0.82224 0.79544
C -3.00431 0.01104 0.68354
C -1.35701 -2.59046 -2.31686
C -4.08571 -0.83076 0.45284
C 2.25929 -0.50606 -2.52716
C 0.48739 -3.88146 1.29034
C -0.39821 3.91354 0.30204
C -1.18381 6.18604 0.20884
C -2.50331 5.73544 0.19864
C 4.02879 1.87904 0.33564
C 2.86299 0.05204 1.96834
C -4.09741 -2.08976 1.02564
C -2.78741 4.38924 0.23384
C -0.13881 5.29134 0.25834
C -3.04141 1.41514 0.13934
H -1.40371 -4.08496 -0.78236
H -1.20941 -1.74986 2.73424
H -4.91711 -2.76926 0.84454
H 4.77649 -0.89236 2.09614
H 0.87099 -4.67146 0.64824
H 2.33149 0.09664 -3.43726
H 2.38709 -0.60796 2.68204
H 4.42939 2.66584 -0.28676
H 4.17119 -1.47356 -2.70026
H -0.58851 -3.79806 1.15504
H -3.80661 4.04024 0.22244
H -3.02831 -3.39596 2.35664
H -3.31361 6.45054 0.16864
H 2.58559 0.09644 -1.67336
H 5.83559 0.73704 0.51394
H 2.96669 -2.39606 -1.78016
H -2.97731 -3.38056 -1.15636
H -0.98041 7.24824 0.18334
H 0.69269 -4.13226 2.32684
H -1.94791 -2.27006 -3.17536
H 2.85449 -2.30356 -3.54296
H -2.23581 -4.55066 -2.27436
H -4.88711 -0.47706 -0.17476
H 0.88359 5.63364 0.27144
H 2.24219 -2.64326 1.07864
H -0.36041 -2.87846 -2.65856
H 0.77209 -1.73516 1.53114

Properties
highest occupied orbital energy (spin up / spin down) = -0.250 / -0.248 Ha
gap between HOMO and LUMO (spin up / spin down) = 5.7 / 5.7 eV
net charge = 0
E_LUMO (spin up / spin down) = -1.10 / -1.00 eV
spin multiplicity = 1

Atomic charges from the Löwdin analysis, expressed in e, are listed below: 1.0608, 0.6601, 0.0493, -0.2778, -0.2716, -0.2784, 0.0592, 0.0176, -0.0240, -0.0055, 0.0198, -0.0497, -0.3182, -0.2130, -0.0595, -0.0633, -0.4754, -0.0513, -0.1489, -0.2172, -0.0425, -0.2101, -0.2534, 0.0101, -0.2689, -0.0626, -0.2150, -0.1001, -0.1000, 0.0033, -0.1456, -0.0583, -0.0210, -0.0197, -0.4687, 0.0525, 0.1094, 0.1124, 0.1059, 0.0853, 0.1252, 0.1093, 0.1225, 0.0770, 0.0429, 0.1000, 0.1068, 0.0970, 0.0942, 0.1114, 0.0610, 0.0641, 0.0969, 0.0814, 0.1254, 0.0786, 0.0814, 0.1210, 0.0974, 0.1140, 0.1091, 0.0572

***

| no. | electronic energy (eV) |
| --- | --- |
| 1 | -40148.9493 |
| 2 | -55075.0971 |
| 3 | -41903.1562 |
| 4 | -54060.9718 |